# 1
Here is a molecular structure, C15H37N3Na4O7Sr in a non-equilibrium geometry from the Open Molecules 2025 dataset. Energies are from ωB97M-V/def2-TZVPD.

Values from the calculation:
Total charge: +2
Energy: -1964.14692 Eh
Lowest unoccupied orbital energy: -7.3 eV

CARTESIAN COORDINATES (ANGSTROEM)
Na -27.042 8.455 -11.869
Na -25.947 7.048 -4.807
Na -24.562 5.721 -11.362
Na -26.062 10.788 -7.681
Sr -27.135 6.777 -8.442
O -25.363 7.922 -10.214
C -24.214 8.334 -9.470
C -24.244 8.195 -7.855
O -25.460 8.485 -7.142
H -24.003 9.384 -9.712
H -23.325 7.789 -9.805
H -23.353 8.634 -7.388
H -23.997 7.161 -7.573
O -25.746 4.692 -9.467
C -25.150 4.237 -8.274
C -25.803 4.145 -6.856
O -26.541 5.213 -6.331
H -24.233 4.842 -8.131
H -24.712 3.267 -8.557
H -24.907 4.005 -6.229
H -26.332 3.196 -6.692
C -17.296 5.568 -10.243
C -18.435 6.223 -10.990
C -18.283 7.759 -11.240
O -19.403 8.367 -11.877
C -20.626 8.173 -11.196
N -18.616 5.570 -12.281
H -17.394 4.490 -10.122
H -17.106 6.020 -9.269
H -16.387 5.700 -10.840
H -19.356 6.077 -10.420
H -17.474 7.841 -11.965
H -18.072 8.295 -10.310
H -21.395 8.522 -11.889
H -20.733 8.702 -10.245
H -20.854 7.110 -11.076
H -19.073 6.156 -12.969
H -17.746 5.267 -12.700
C -21.625 4.239 -9.861
C -21.490 3.629 -11.268
C -21.620 2.122 -11.158
O -21.739 1.606 -12.471
C -21.956 0.219 -12.446
N -22.540 4.237 -12.119
H -20.643 4.507 -9.453
H -21.952 3.548 -9.074
H -22.279 5.100 -9.741
H -20.522 3.945 -11.658
H -22.514 1.950 -10.540
H -20.827 1.666 -10.560
H -22.236 -0.159 -13.431
H -22.680 -0.142 -11.710
H -21.060 -0.386 -12.247
H -22.109 4.493 -13.005
H -23.210 3.536 -12.435
C -22.591 7.061 -3.410
O -23.712 6.603 -3.634
N -22.122 8.258 -3.794
C -20.673 8.481 -3.754
C -22.876 9.342 -4.397
H -21.856 6.416 -2.921
H -20.354 8.651 -4.785
H -20.107 7.660 -3.325
H -20.453 9.381 -3.178
H -22.408 9.523 -5.371
H -23.891 8.999 -4.570
H -22.748 10.290 -3.876


# 2
Here is 3 unconnected molecules or ions with the total composition C15H38BrO7P from the Open Molecules 2025 dataset. Energies are from ωB97M-V/def2-TZVPD.

Values from the calculation:
Energy relative to the best compared isomer or geometry (same formula, charge and spin): 7.5 kcal per mole
Energy: -4036.19637 Eh
Lowest unoccupied orbital energy: 0.7 eV
SMILES: CC[C@H](Br)[PH3]O.COCCOCCOC.COCCOCCOC

CARTESIAN COORDINATES (ANGSTROEM)
C -0.217 -8.303 4.068
C 1.076 -8.069 3.279
C 0.875 -8.353 1.804
Br 2.107 -9.718 1.137
P 0.951 -6.788 0.721
O 1.009 -5.320 -0.161
H -1.024 -7.749 3.605
H -0.113 -8.020 5.107
H -0.467 -9.356 4.019
H 1.845 -8.700 3.703
H 1.392 -7.039 3.443
H -0.110 -8.772 1.657
H -0.352 -6.477 1.178
H 1.021 -7.565 -0.445
H 2.114 -6.363 1.379
H 0.105 -5.076 -0.437
C -2.544 -1.008 3.914
O -1.818 -0.962 2.707
C -1.287 -2.228 2.353
C -0.903 -2.266 0.892
O -2.002 -2.466 0.013
C -2.824 -1.341 -0.265
C -2.237 -0.392 -1.285
O -1.259 0.443 -0.692
C -0.419 1.044 -1.653
H -1.909 -1.330 4.748
H -2.910 -0.004 4.116
H -3.402 -1.686 3.831
H -2.024 -3.017 2.551
H -0.392 -2.419 2.962
H -0.261 -3.137 0.747
H -0.326 -1.382 0.615
H -3.092 -0.811 0.650
H -3.738 -1.759 -0.692
H -3.041 0.236 -1.694
H -1.795 -0.974 -2.103
H 0.134 0.285 -2.219
H 0.295 1.671 -1.123
H -0.990 1.670 -2.346
C 0.701 6.188 1.056
O 1.308 6.223 -0.216
C 1.815 4.958 -0.602
C 2.054 4.901 -2.094
O 0.877 4.684 -2.859
C 0.013 5.797 -3.042
C 0.498 6.788 -4.074
O 1.496 7.636 -3.533
C 2.243 8.286 -4.535
H 1.417 5.885 1.828
H 0.346 7.192 1.278
H -0.152 5.501 1.065
H 1.110 4.165 -0.322
H 2.766 4.782 -0.080
H 2.680 4.028 -2.291
H 2.594 5.785 -2.437
H -0.201 6.294 -2.094
H -0.921 5.367 -3.413
H -0.350 7.405 -4.405
H 0.891 6.241 -4.939
H 2.770 7.561 -5.166
H 2.977 8.919 -4.041
H 1.602 8.914 -5.166


# 3
Here is 4 unconnected molecules or ions with the total composition C15H38NO14P3 in a non-equilibrium geometry from the Open Molecules 2025 dataset. Energies are from ωB97M-V/def2-TZVPD.

Values from the calculation:
Energy: -2726.18007 Eh
Lowest unoccupied orbital energy: -2.9 eV
SMILES: CCN[C@@H]1COC(=O)C1.COP(=O)(OC)OC.COP(=O)(OC)OC.COP(=O)(OC)OC

CARTESIAN COORDINATES (ANGSTROEM)
C -3.059 -0.046 0.621
C -3.674 1.239 -0.135
N -5.074 1.055 -0.613
C -6.018 0.723 0.476
C -7.412 -0.031 0.082
O -8.501 0.967 0.103
C -7.831 2.221 -0.061
O -8.095 3.109 -0.883
C -6.664 2.109 1.034
H -1.925 0.015 0.473
H -3.495 -0.982 0.146
H -3.381 0.018 1.709
H -3.552 2.202 0.484
H -3.012 1.393 -1.069
H -5.317 1.934 -1.091
H -5.676 0.099 1.360
H -7.673 -0.696 0.981
H -7.377 -0.524 -0.941
H -5.840 2.895 1.034
H -7.070 1.800 2.059
C -0.447 -4.960 5.273
O 0.272 -5.033 4.050
P -0.230 -3.962 2.801
O -1.050 -3.056 3.716
O -1.198 -5.121 2.131
C -1.115 -6.493 2.500
O -0.582 -2.939 1.462
C 0.508 -2.078 1.126
H -0.085 -5.763 5.932
H -0.279 -4.018 5.787
H -1.518 -5.125 5.115
H -1.635 -6.661 3.444
H -0.083 -6.837 2.587
H -1.619 -7.103 1.752
H 1.379 -2.675 0.844
H 0.755 -1.435 1.975
H 0.216 -1.458 0.282
C 4.855 -4.243 -2.670
O 5.537 -3.017 -2.891
P 4.866 -1.621 -2.144
O 3.968 -2.413 -1.196
O 4.030 -1.259 -3.521
C 4.319 -1.871 -4.774
O 4.286 -0.160 -1.440
C 5.222 0.412 -0.524
H 5.335 -5.018 -3.285
H 4.920 -4.563 -1.635
H 3.809 -4.178 -2.986
H 3.877 -2.868 -4.816
H 5.391 -1.940 -4.965
H 3.863 -1.293 -5.576
H 6.151 0.661 -1.044
H 5.427 -0.288 0.291
H 4.793 1.324 -0.112
C 1.396 6.375 1.082
O 1.095 5.878 -0.214
P 2.137 4.655 -0.826
O 2.770 4.324 0.522
O 3.055 5.769 -1.629
C 2.628 7.113 -1.822
O 3.059 3.405 -1.572
C 2.293 2.224 -1.813
H 0.715 7.213 1.294
H 1.239 5.626 1.851
H 2.418 6.766 1.130
H 2.790 7.694 -0.911
H 1.578 7.179 -2.112
H 3.230 7.578 -2.601
H 1.465 2.447 -2.492
H 1.905 1.827 -0.870
H 2.937 1.480 -2.274


# 4
Here is 3 unconnected molecules or ions with the total composition C15H39BrO8P2Si in a non-equilibrium geometry from the Open Molecules 2025 dataset. Energies are from ωB97M-V/def2-TZVPD.

Values from the calculation:
Energy: -4743.18245 Eh
Lowest unoccupied orbital energy: 0.4 eV
SMILES: C[C@H](Br)C[SiH3].CCOP(=O)(OCC)OCC.CCOP(=O)(OCC)OCC

CARTESIAN COORDINATES (ANGSTROEM)
C 2.657 0.631 -1.101
C 1.557 1.539 -1.680
Br 0.870 2.756 -0.317
C 0.467 0.775 -2.462
Si -1.237 0.464 -1.678
H 2.590 0.526 -0.021
H 3.637 1.005 -1.390
H 2.580 -0.362 -1.544
H 2.052 2.186 -2.397
H 0.301 1.339 -3.381
H 0.856 -0.197 -2.763
H -1.548 -0.970 -1.902
H -2.269 1.220 -2.416
H -1.279 0.670 -0.221
C 3.314 2.098 2.438
C 4.405 3.019 1.937
O 5.676 2.756 2.561
P 6.572 1.567 2.031
O 6.942 1.672 0.617
O 7.892 1.857 2.911
C 9.193 1.873 2.321
C 9.669 3.293 2.109
O 6.011 0.343 2.855
C 6.560 -0.977 2.628
C 7.617 -1.306 3.661
H 3.499 1.066 2.133
H 2.355 2.411 2.026
H 3.266 2.110 3.527
H 4.510 2.942 0.851
H 4.164 4.054 2.171
H 9.203 1.317 1.384
H 9.857 1.357 3.018
H 8.969 3.842 1.478
H 10.651 3.303 1.634
H 9.735 3.819 3.062
H 6.957 -1.054 1.613
H 5.724 -1.670 2.707
H 8.561 -0.812 3.434
H 7.799 -2.381 3.681
H 7.300 -0.973 4.648
C -4.994 -4.274 -0.513
C -4.984 -3.596 -1.872
O -6.244 -3.026 -2.211
P -6.669 -1.562 -1.615
O -5.654 -0.716 -2.286
O -8.027 -1.354 -2.455
C -8.298 -0.123 -3.137
C -8.031 -0.267 -4.618
O -7.335 -2.242 -0.329
C -7.999 -1.428 0.677
C -9.494 -1.404 0.442
H -5.122 -3.549 0.292
H -4.056 -4.805 -0.347
H -5.821 -4.982 -0.447
H -4.207 -2.826 -1.914
H -4.765 -4.327 -2.650
H -7.714 0.695 -2.715
H -9.353 0.103 -2.965
H -7.000 -0.571 -4.794
H -8.212 0.678 -5.134
H -8.679 -1.031 -5.049
H -7.583 -0.418 0.692
H -7.772 -1.889 1.637
H -9.759 -0.724 -0.366
H -10.010 -1.070 1.343
H -9.851 -2.396 0.168